{
  "formula": "C4H8O2",
  "method": "ωB97M-V with the def2-TZVPD basis set",
  "elements": ["C", "C", "O", "O", "H", "H", "H", "H", "C", "C", "H", "H", "H", "H"],
  "xyz": [[0.0864, 0.0110, -1.2760], [-1.7353, -0.3892, 0.3210], [0.6939, 1.2060, -1.5133], [-2.3024, -1.3857, -0.0645], [1.1969, 1.4848, -0.7236], [0.6179, -0.8533, -1.6810], [-0.8789, -0.0239, -1.7813], [-2.0413, 0.6526, 0.1596], [0.4195, -0.4577, 0.5274], [1.2577, 0.3631, 1.1798], [1.0936, 1.4293, 1.2522], [0.5522, -1.5333, 0.5489], [-1.0068, -0.4618, 1.2545], [2.0467, -0.0418, 1.7965]],
  "forces_ev_per_angstrom": [[0.5, -1.3, 2.0], [-1.4, -1.2, 3.0], [0.2, 1.1, 0.3], [0.6, 0.9, -0.4], [0.0, -0.4, -0.5], [0.4, -0.1, 0.2], [-0.3, 0.2, 0.6], [0.2, 0.1, -0.6], [2.2, 0.8, -3.6], [-0.5, -0.4, 0.1], [0.2, 0.3, -0.4], [-0.2, 0.0, 0.1], [-1.7, 0.1, -1.1], [-0.3, -0.1, 0.4]],
  "smiles": "C=CCO.C=O",
  "e_tot_ha": -307.4961,
  "molar_mass_g_mol": 88.11,
  "homo_lumo_gap_ev": 9.01,
  "e_above_lowest_kcal_mol": 135.73,
  "fmax_ev_per_a": 4.4
}


{
  "formula": "C4H8O2",
  "method": "ωB97M-V with the def2-TZVPD basis set",
  "elements": ["O", "C", "C", "C", "O", "C", "H", "H", "H", "H", "H", "H", "H", "H"],
  "xyz": [[0.0934, 2.2474, 1.5105], [-0.8648, 0.3746, -0.0286], [0.1749, 0.3355, -1.0891], [0.8065, -1.0645, -1.0570], [0.6095, -1.4935, 0.2781], [-0.5937, -0.8775, 0.7041], [-0.0302, 1.8582, 2.3850], [-0.7383, 2.0436, 1.0403], [0.8760, 1.0822, -0.6712], [-0.1473, 0.7114, -2.0642], [1.8782, -1.0821, -1.2689], [0.2936, -1.7393, -1.7618], [-1.4860, -1.4793, 0.4115], [-0.6076, -0.8036, 1.7953]],
  "forces_ev_per_angstrom": [[-0.1, 0.0, 0.2], [0.2, -0.4, -0.1], [-0.1, 0.0, 0.0], [0.1, 0.0, -0.2], [0.0, -0.1, 0.0], [-0.2, 0.2, 0.1], [0.1, 0.1, -0.1], [0.1, 0.0, 0.1], [0.0, 0.0, 0.0], [0.0, 0.0, 0.2], [-0.2, 0.0, 0.0], [0.1, 0.1, 0.1], [0.0, 0.0, 0.0], [0.0, 0.0, -0.1]],
  "e_tot_ha": -307.5538,
  "molar_mass_g_mol": 88.11,
  "homo_lumo_gap_ev": 9.26,
  "e_above_lowest_kcal_mol": 99.51,
  "fmax_ev_per_a": 0.4
}


{
  "formula": "C4H8O2",
  "method": "ωB97M-V with the def2-TZVPD basis set",
  "elements": ["C", "C", "C", "O", "C", "O", "H", "H", "H", "H", "H", "H", "H", "H"],
  "xyz": [[-1.2210, -0.2409, 1.0333], [0.2515, -0.5890, 0.9531], [0.7489, -0.7135, -0.4288], [-0.1089, -0.7135, -1.5640], [1.1185, 0.7387, -0.0697], [0.4333, 1.6790, -0.8004], [-1.4904, 0.1370, 2.0231], [-1.6057, 0.4615, 0.2786], [-1.7560, -1.1950, 0.9119], [0.8243, 0.7668, 1.0723], [1.5829, -1.3896, -0.6159], [-0.9796, -1.0302, -1.2906], [2.1929, 0.9119, 0.0209], [0.0093, 1.1767, -1.5238]],
  "forces_ev_per_angstrom": [[0.0, 0.1, 0.1], [-0.2, -0.1, -0.1], [0.2, 0.0, 0.1], [-0.2, -0.2, 0.1], [0.3, 0.0, 0.0], [-0.1, -0.1, -0.2], [0.0, -0.1, -0.1], [0.1, -0.1, 0.1], [0.1, 0.1, 0.0], [0.0, 0.1, 0.0], [-0.1, 0.1, 0.0], [0.1, 0.1, -0.1], [-0.2, 0.0, 0.0], [0.0, 0.2, 0.1]],
  "e_tot_ha": -307.5372,
  "molar_mass_g_mol": 88.11,
  "homo_lumo_gap_ev": 8.98,
  "e_above_lowest_kcal_mol": 109.94,
  "fmax_ev_per_a": 0.3
}


{
  "formula": "C4H8O2",
  "method": "ωB97M-V with the def2-TZVPD basis set",
  "elements": ["C", "C", "O", "C", "C", "O", "H", "H", "H", "H", "H", "H", "H", "H"],
  "xyz": [[-0.3331, -0.1115, 1.2844], [0.4931, -1.1890, 0.5803], [1.0470, -0.6823, -0.6244], [0.1265, 0.0582, -1.4333], [-0.3367, 1.2753, -0.5614], [-1.1350, 0.6198, 0.3993], [-1.0422, -0.5330, 1.9964], [0.3369, 0.6103, 1.7720], [1.3406, -1.4816, 1.2182], [-0.1100, -2.0937, 0.3912], [-0.7284, -0.6061, -1.6675], [0.6784, 0.2767, -2.3490], [-0.9453, 2.1668, -0.8099], [0.5794, 1.7213, -0.1227]],
  "forces_ev_per_angstrom": [[0.1, -0.1, 0.4], [-0.2, 0.1, 0.1], [0.1, 0.1, 0.0], [-0.1, 0.4, -0.1], [0.1, -0.4, -0.1], [-0.3, 0.4, 0.6], [0.3, -0.2, 0.2], [0.0, -0.2, 0.2], [-0.3, 0.1, -0.2], [0.0, 0.3, -0.1], [0.1, 0.6, 0.0], [-0.1, 0.2, 0.1], [0.3, -0.9, -1.2], [-0.2, -0.4, 0.1]],
  "smiles": "C1COCCO1",
  "e_tot_ha": -307.6370,
  "molar_mass_g_mol": 88.11,
  "homo_lumo_gap_ev": 10.38,
  "e_above_lowest_kcal_mol": 47.32,
  "fmax_ev_per_a": 1.5
}